Below is an isolated ion of composition C3H10N3O and charge +1 at a distorted geometry, with properties calculated with ωB97M-V/def2-TZVPD.

Values from the calculation:
**Relative energy (zero: lowest compared OMol25 entry of this formula, charge and spin)**: 133.0 kcal/mol
**2S+1**: 1
**Total charge**: +1
**Frontier orbital gap**: 11.0 eV
**SMILES**: C[C@@H]1[NH2+]CN(N)O1

The geometry in XYZ format:
```
17
Properties=species:S:1:pos:R:3:forces:R:3
C -0.773778 -1.359971 -0.004559 0.15 4.06 -0.95
C 0.915761 0.364288 0.576869 2.30 0.44 0.21
C 1.570534 1.151650 -0.550262 2.51 -1.46 1.87
N -1.145820 0.232573 -0.320808 2.24 -3.42 0.70
N -2.458914 0.432827 -0.204516 0.26 1.25 -0.60
N 0.683475 -1.191957 0.141910 -0.37 2.28 -2.65
O -0.318213 0.754487 0.889049 -1.64 0.13 -0.06
H -1.172771 -1.536924 1.001205 -0.47 -0.83 -0.83
H -0.943231 -1.815425 -0.988037 -0.75 -0.64 1.04
H 1.614496 0.410131 1.424488 -0.74 -0.61 0.32
H 1.607562 2.173710 -0.268146 -0.42 0.96 0.15
H 0.909018 0.907475 -1.270081 -1.56 0.27 -3.52
H 2.650542 0.885735 -0.775939 -1.41 -0.17 0.24
H -2.805829 0.376559 0.712445 -0.64 -0.81 1.82
H -2.599137 1.401217 -0.443453 -0.45 0.31 -0.72
H 1.085713 -1.740654 0.801735 1.21 -2.24 2.91
H 1.180588 -1.445720 -0.721907 -0.21 0.51 0.08
```
Forces are in eV/Å.

These are the natural (NBO) partial charges, in e, on atoms 1 to 6:
1. C -0.112
2. C 0.278
3. C -0.658
4. N 0.009
5. N -0.583
6. N -0.551

---

Below is C39H35IN4O4ReS as an isolated structure, with properties calculated with ωB97M-V/def2-TZVPD.

Values from the calculation:
**Relative energy (zero: lowest compared OMol25 entry of this formula, charge and spin)**: 20.0 kcal/mol
**2S+1**: 4
**⟨S²⟩**: 3.8485
**Frontier orbital gap (spin up / spin down)**: 5.2 / 7.0 eV

The geometry in XYZ format:
```
85
Properties=species:S:1:pos:R:3:forces:R:3
Re 0.099736 -0.492744 -0.277791 0.11 0.21 0.13
C 0.822360 -2.745394 -4.107724 0.00 0.00 0.02
C 0.214067 -1.374858 -4.014973 0.09 0.02 -0.05
N -0.510972 -0.967967 -5.049052 -0.05 0.04 0.01
C -1.050513 0.261774 -4.985889 0.00 -0.02 -0.02
C -0.877504 1.155732 -3.961604 0.01 -0.03 0.01
C -1.554183 2.497349 -4.025251 -0.01 0.03 -0.02
O -2.745394 2.586912 -3.258833 0.01 -0.06 -0.02
C -0.055688 0.769376 -2.852557 -0.08 0.01 0.01
C 0.264885 1.695776 -1.835357 0.04 -0.08 0.07
N 0.881846 1.365018 -0.647478 0.03 -0.02 0.09
C 1.656050 2.372059 -0.063418 0.10 -0.06 -0.06
C 2.375809 3.199445 -0.947014 0.03 -0.03 -0.04
C 3.177017 4.237715 -0.523178 0.02 -0.01 -0.01
C 3.321017 4.486692 0.832115 -0.01 -0.02 0.01
C 2.643108 3.681022 1.727880 0.01 -0.01 -0.01
C 1.814912 2.645584 1.303127 0.04 0.01 0.06
I 0.832588 1.692838 2.887775 -0.02 -0.07 -0.03
C 0.450287 -0.566652 -2.898808 0.08 -0.13 0.06
O 1.171038 -1.063951 -1.851236 -0.04 -0.09 0.09
H 0.919715 -3.013107 -5.157335 0.00 0.01 0.00
H 0.176239 -3.489404 -3.636278 -0.01 -0.02 0.00
H 1.796315 -2.786859 -3.621756 0.01 0.00 0.02
H -1.661235 0.547640 -5.836040 -0.01 0.00 0.00
H -1.857966 2.681413 -5.056259 0.01 0.01 0.01
H -0.858689 3.300642 -3.752844 0.00 -0.01 0.00
H -2.612982 2.241113 -2.366305 -0.02 0.05 0.02
H 0.007181 2.737888 -1.974643 -0.10 0.00 0.03
H 2.320229 2.974069 -2.004137 -0.03 -0.01 -0.01
H 3.704199 4.836030 -1.255147 0.00 0.00 0.00
H 3.948763 5.289903 1.192892 0.01 0.00 0.00
H 2.740953 3.864622 2.788768 0.00 0.01 0.01
O -3.520731 1.737623 -0.359139 -0.05 0.02 -0.01
S -2.439708 1.554126 0.574604 0.12 -0.07 0.03
O -1.358928 2.488797 0.520471 0.03 -0.02 0.02
N -1.842490 0.024384 0.422329 -0.16 0.03 0.03
C -2.813131 -1.002500 0.319321 0.07 0.06 0.06
C -4.147861 -0.926253 0.648802 -0.07 -0.01 -0.02
C -4.995983 -2.044794 0.521360 0.03 -0.02 -0.02
C -4.540062 -3.247254 0.066412 0.01 0.02 0.01
C -3.179822 -3.368365 -0.292127 -0.04 -0.04 -0.01
C -2.610900 -4.559640 -0.791560 -0.01 0.01 0.01
C -1.289867 -4.596093 -1.135932 0.02 0.04 0.00
C -0.518167 -3.435203 -0.985968 0.00 -0.04 -0.02
N -1.020541 -2.312753 -0.516738 -0.09 -0.02 -0.18
C -2.337320 -2.248791 -0.164649 0.04 -0.03 0.02
C -3.121546 1.622740 2.210244 -0.03 0.07 -0.01
C -3.955409 2.699059 2.485824 0.00 -0.01 0.01
C -4.478985 2.839417 3.760695 0.00 -0.01 0.00
C -4.176851 1.906208 4.743666 -0.01 0.01 -0.01
C -3.350519 0.830544 4.454637 0.01 -0.01 -0.01
C -2.815282 0.685494 3.182926 0.06 0.03 0.02
H -4.582087 -0.001634 0.992045 -0.01 -0.02 -0.01
H -6.036806 -1.928745 0.791997 -0.01 0.00 0.00
H -5.196227 -4.101476 -0.032425 0.00 -0.01 0.00
H -3.237469 -5.436136 -0.899749 -0.01 -0.01 0.00
H -0.826899 -5.491015 -1.525642 0.00 0.00 0.00
H 0.527693 -3.410220 -1.257810 -0.03 0.01 -0.01
H -4.188516 3.413255 1.707311 0.00 0.00 -0.01
H -5.125273 3.676901 3.986345 0.00 0.01 0.00
H -4.590127 2.017167 5.737278 0.00 0.00 0.01
H -3.119556 0.101693 5.220016 0.00 -0.01 0.01
H -2.166896 -0.146796 2.946421 0.02 -0.01 -0.01
C 2.594012 -2.977580 0.668173 -0.02 -0.01 0.00
C 2.394624 -1.698576 1.507030 0.02 0.00 0.08
C 2.457021 -2.102136 2.985969 0.03 0.02 -0.01
C 0.981771 -1.188737 1.222853 -0.06 0.12 -0.39
C 3.487683 -0.688725 1.139772 -0.03 -0.02 0.00
C 3.764680 -0.410300 -0.197598 -0.02 0.05 -0.03
C 4.770655 0.476558 -0.547258 -0.03 0.02 0.00
C 5.527648 1.101086 0.432314 0.01 0.03 -0.01
C 5.267652 0.826978 1.764030 -0.02 0.04 0.02
C 4.258546 -0.060303 2.113273 -0.06 0.04 -0.01
H 1.879894 -3.746634 0.972143 -0.03 -0.01 -0.01
H 3.602416 -3.361079 0.829963 0.01 -0.02 0.02
H 2.467043 -2.783727 -0.396136 0.03 0.02 0.01
H 1.705935 -2.868433 3.185371 0.00 -0.02 -0.01
H 2.254803 -1.256642 3.643500 -0.01 0.02 0.00
H 3.435769 -2.513400 3.236937 0.01 0.00 0.00
H 0.289563 -1.393665 2.052401 0.02 0.02 0.03
H 3.178383 -0.864381 -0.984534 0.03 0.01 0.02
H 4.955149 0.686115 -1.593309 0.00 0.00 -0.01
H 6.308345 1.799051 0.159105 0.01 0.00 0.00
H 5.844902 1.310513 2.542092 0.00 -0.01 0.00
H 4.076584 -0.245400 3.161296 -0.01 0.00 0.04
```
Forces are in eV/Å.

These are the Löwdin partial charges, in e, on atoms 1 to 6:
1. Re 1.587
2. C -0.022
3. C -0.283
4. N 0.102
5. C -0.098
6. C -0.144

---

Below is a 2-piece molecular cluster, C3H11NO2 overall at a distorted geometry, with properties calculated with ωB97M-V/def2-TZVPD.

Values from the calculation:
**Relative energy (zero: lowest compared OMol25 entry of this formula, charge and spin)**: 20.9 kcal/mol
**2S+1**: 1
**Frontier orbital gap**: 10.6 eV
**SMILES**: NCCCO.O

The geometry in XYZ format:
```
17
Properties=species:S:1:pos:R:3:forces:R:3
C 1.003178 1.144055 1.350188 -0.25 -3.70 0.44
C 0.214263 -0.148465 0.814982 0.01 2.84 0.14
C -0.644190 0.369764 -0.308095 0.43 -0.95 -0.72
O -1.572144 -0.611140 -0.768692 -0.43 0.09 -0.04
N 1.759735 0.573011 2.497730 0.52 2.05 0.56
H 0.247659 1.853734 1.675641 0.13 0.05 0.42
H 1.625020 1.630253 0.606656 0.11 -0.13 -0.40
H -0.381796 -0.532955 1.648405 0.11 0.05 -0.05
H 0.888765 -0.907636 0.454487 0.34 -0.27 -0.06
H 0.053931 0.657014 -1.122328 -0.63 -0.27 0.03
H -1.219698 1.245207 -0.073350 -0.17 0.53 0.49
H -1.617857 -1.353761 -0.165942 0.10 0.00 0.26
H 2.426929 1.293634 2.756306 -0.11 0.12 0.59
H 2.392218 -0.203650 2.351842 -0.52 -0.32 -0.95
H -1.488752 -1.051491 -2.455065 1.26 0.00 -0.15
H 0.072538 -1.224258 -2.850428 -0.89 0.06 0.27
O -0.833432 -1.118617 -3.182527 -0.02 -0.15 -0.83
```
Forces are in eV/Å.

These are the natural (NBO) partial charges, in e, on atoms 1 to 6:
1. C -0.205
2. C -0.429
3. C -0.061
4. O -0.744
5. N -0.843
6. H 0.191

---

Below is C7H28N14O7 as an isolated structure at a distorted geometry, with properties calculated with ωB97M-V/def2-TZVPD.

Values from the calculation:
**Relative energy (zero: lowest compared OMol25 entry of this formula, charge and spin)**: 347.0 kcal/mol
**2S+1**: 1
**Frontier orbital gap**: 7.9 eV

The geometry in XYZ format:
```
56
Properties=species:S:1:pos:R:3:forces:R:3
C -35.373529 16.000597 17.125909 3.13 0.35 3.17
O -34.233959 16.406527 16.766179 -2.41 -0.67 -0.18
N -36.510322 16.128831 16.509356 -2.70 1.10 -4.26
N -35.563338 15.515893 18.380455 -2.10 1.77 -5.37
H -36.457868 16.567586 15.601138 -0.19 -0.23 -0.01
H -37.409301 15.748516 16.768741 0.62 0.05 0.29
H -34.846415 15.542603 19.091373 -0.96 1.41 -3.46
H -36.407480 15.068789 18.708502 -0.03 0.25 -0.61
C -35.573657 15.974692 23.077648 3.14 2.41 1.13
O -34.533300 16.660879 22.900485 -3.85 2.44 -1.51
N -35.992399 15.740688 24.287403 -1.61 0.20 4.53
N -36.117764 15.160439 22.270696 -2.81 -1.85 -3.89
H -35.435426 16.036260 25.076417 -0.24 0.33 -0.20
H -36.516368 14.887870 24.422537 0.23 0.27 0.23
H -37.101191 14.984444 22.419013 0.28 -0.38 -0.23
H -35.669181 14.956835 21.388979 -0.35 1.04 -0.09
C -31.675066 15.146502 19.166320 -0.81 4.21 1.21
O -32.053608 14.065725 18.872275 2.80 -2.73 -4.44
N -30.452839 15.589722 19.293989 3.12 -0.74 -0.39
N -32.540183 16.090904 19.491517 -0.80 2.66 0.29
H -30.319844 16.506754 19.695827 0.52 -0.35 -0.70
H -29.786544 15.048346 18.761950 0.58 0.53 0.63
H -33.521989 15.853993 19.495872 1.50 0.38 0.26
H -32.216038 16.640370 20.274543 -0.47 0.39 -0.27
C -34.652826 13.769042 20.190317 2.41 -3.26 -0.87
O -34.690225 14.962903 20.039392 1.31 -0.85 8.45
N -35.610084 13.075485 20.608734 -5.33 -2.16 3.64
N -33.620709 13.010785 19.987005 -0.44 -1.96 0.81
H -35.553052 12.087462 20.407091 -0.47 1.00 0.26
H -36.528747 13.483337 20.707785 0.21 -0.70 -0.42
H -33.640290 12.022822 20.195931 0.27 0.67 -0.06
H -32.881657 13.597390 19.626720 1.03 -1.40 -0.82
C -33.968350 10.042858 18.844028 -1.68 4.27 -5.08
O -34.456528 10.811320 17.958771 1.03 -1.34 1.73
N -34.471421 9.728423 19.958130 -4.91 0.76 7.06
N -32.909541 9.400507 18.785232 7.16 -3.22 -2.36
H -35.319039 10.226335 20.189950 0.35 -0.93 0.97
H -34.041177 9.111551 20.632269 -0.51 0.46 -0.03
H -32.774934 8.892912 19.647976 1.83 -0.42 -1.32
H -32.354865 9.441845 17.942177 0.39 -0.39 0.51
C -32.520583 14.601738 22.863077 3.76 -3.02 3.16
O -31.605522 13.778223 22.878222 0.83 -0.78 0.55
N -33.081115 15.201742 23.866201 1.00 -0.48 5.53
N -33.110327 14.936688 21.830854 -1.91 1.13 -7.75
H -32.865050 14.813108 24.773055 -0.12 0.27 -0.08
H -33.951401 15.617040 23.565834 1.50 -0.15 1.92
H -32.958458 14.354342 21.019742 0.59 0.76 1.22
H -33.715540 15.743590 21.778697 0.51 -0.40 -0.04
C -37.372953 11.000136 19.168472 -1.98 1.79 -1.15
O -36.991239 12.165542 19.084637 0.08 -0.67 -0.89
N -38.652773 10.849184 19.544106 -0.43 -0.84 0.23
N -36.681936 9.926248 18.841826 -0.78 -1.16 -0.03
H -39.005807 11.754102 19.820845 -0.89 -0.74 0.15
H -38.984846 9.905602 19.683691 -0.70 0.68 0.45
H -37.123125 9.079758 18.511802 0.17 0.24 0.20
H -35.731354 10.182951 18.616913 -0.85 -0.02 -2.07
```
Forces are in eV/Å.

These are the natural (NBO) partial charges, in e, on atoms 1 to 6:
1. C 0.763
2. O -0.705
3. N -0.828
4. N -0.863
5. H 0.388
6. H 0.390